(1)
CH2ClO3S | the ωB97M-V functional and the def2-TZVPD basis

## Properties
Orbital gap (eV): 8.80

The geometry in ORCA input format:
```
! wB97M-V def2-TZVPD RIJCOSX def2/J DEFGRID3
* xyz -1 1
H -0.584 2.228 -0.292
C -0.467 1.238 -0.774
H -1.161 0.474 -0.394
O -0.388 -1.810 -0.275
O 0.192 1.086 -1.772
O 1.281 -2.329 1.422
S 0.108 -1.543 1.063
Cl 1.019 0.656 1.023
*
```

(2)
CH2ClO3S | the ωB97M-V functional and the def2-TZVPD basis

## Properties
Orbital gap (eV): 8.08

The geometry in ORCA input format:
```
! wB97M-V def2-TZVPD RIJCOSX def2/J DEFGRID3
* xyz -1 1
H 1.823 -0.271 0.452
O -1.933 1.709 0.791
H 0.228 -0.960 0.316
Cl 1.680 -0.886 -1.657
O 0.307 0.845 -0.260
S -1.508 0.613 -0.072
O -1.574 -0.741 0.552
C 0.977 -0.309 -0.122
*
```

(1) is the most stable structure; the next one sits 1.7 kcal/mol above it.

(1)
C4H4N2S2 | the ωB97M-V functional and the def2-TZVPD basis

## Properties
Orbital gap (eV): 8.04

The geometry in ORCA input format:
```
! wB97M-V def2-TZVPD RIJCOSX def2/J DEFGRID3
* xyz 0 1
N 0.256 1.164 -0.495
H 2.052 -1.537 0.303
H -1.673 2.094 -1.585
H -1.907 -0.605 1.154
S 2.591 0.458 -1.735
H -0.064 -2.294 1.233
S -2.346 1.716 -0.436
C -0.768 0.796 0.086
C 1.347 0.308 -0.648
C 0.111 -1.079 0.960
C 1.305 -0.721 0.326
N -0.904 -0.301 0.837
*
```

(2)
C4H4N2S2 | the ωB97M-V functional and the def2-TZVPD basis

## Properties
Orbital gap (eV): 7.21

The geometry in ORCA input format:
```
! wB97M-V def2-TZVPD RIJCOSX def2/J DEFGRID3
* xyz 0 1
C 0.332 2.364 -0.437
H -0.391 -2.862 -0.373
S 1.676 1.272 -0.201
H 0.579 -3.169 1.168
C -0.782 1.499 -0.598
N -0.673 0.334 -0.244
N 1.036 -1.269 0.218
C 0.085 -2.346 0.551
H -0.866 -1.661 1.092
H -1.828 1.873 -0.803
C 0.581 -0.083 0.052
S 0.249 4.049 -0.426
*
```

(3)
C4H4N2S2 | the ωB97M-V functional and the def2-TZVPD basis

## Properties
Orbital gap (eV): 7.78

The geometry in ORCA input format:
```
! wB97M-V def2-TZVPD RIJCOSX def2/J DEFGRID3
* xyz 0 1
N 1.031 -1.497 -0.445
C -0.469 0.434 -0.228
S -2.771 1.964 0.590
C 1.915 -0.406 0.086
H 3.318 -1.458 0.647
N 3.075 -0.555 0.802
C -1.907 0.460 -0.080
H -2.786 -0.456 -0.017
S 1.027 1.204 0.175
H -0.880 -1.452 -1.266
H -1.445 2.720 0.435
C -0.107 -0.959 -0.697
*
```

(1) is the most stable structure; the next one sits 8.6 kcal/mol above it.

(1)
CH5N3 | the ωB97M-V functional and the def2-TZVPD basis

## Properties
Orbital gap (eV): 9.95

The geometry in ORCA input format:
```
! wB97M-V def2-TZVPD RIJCOSX def2/J DEFGRID3
* xyz 0 1
H 0.518 -1.162 1.409
H -1.438 -0.705 -1.355
H -0.222 2.132 -0.225
H 0.335 -1.863 -0.232
N 0.143 1.312 0.488
N -1.050 0.234 -1.028
N 0.727 -1.074 0.227
C -0.151 0.045 -0.162
H 1.137 1.080 0.878
*
```

(2)
CH5N3 | the ωB97M-V functional and the def2-TZVPD basis

## Properties
Orbital gap (eV): 9.27

The geometry in ORCA input format:
```
! wB97M-V def2-TZVPD RIJCOSX def2/J DEFGRID3
* xyz 0 1
H -3.090 0.939 0.411
C -2.008 0.870 0.662
H 1.744 -0.462 1.904
N -0.576 0.088 -1.082
N 0.862 -0.013 1.799
H 0.675 -0.023 2.778
N -1.179 0.381 -0.147
H -1.548 1.083 1.612
H 1.006 1.028 1.650
*
```

(1) is the most stable structure; the next one sits 19.6 kcal/mol above it.

(1)
CH5N3 | the ωB97M-V functional and the def2-TZVPD basis

## Properties
Orbital gap (alpha / beta) (eV): 8.70 / 9.26

The geometry in ORCA input format:
```
! wB97M-V def2-TZVPD RIJCOSX def2/J DEFGRID3
* xyz 0 1
H 1.595 -0.055 1.661
H -1.571 -0.674 -0.709
N -0.683 0.824 0.381
N -1.750 0.216 -0.338
H 0.709 -1.436 0.842
C 1.099 -0.511 0.786
H 1.574 -0.384 -0.150
N -0.888 1.158 -0.934
H -0.084 0.862 -1.539
*
```

(2)
CH5N3 | the ωB97M-V functional and the def2-TZVPD basis

## Properties
Orbital gap (eV): 10.61

The geometry in ORCA input format:
```
! wB97M-V def2-TZVPD RIJCOSX def2/J DEFGRID3
* xyz 0 1
H 0.323 -1.347 -0.246
C 0.661 -0.341 -0.018
H -1.646 -0.864 0.733
H 1.979 0.947 0.136
N 1.895 -0.082 0.041
H -0.438 1.416 0.328
H -2.106 -0.477 -0.723
N -1.718 -0.067 0.117
N -0.474 0.488 -0.174
*
```

(2) is the most stable structure; the next one sits 125.0 kcal/mol above it.

(1)
CH5N3 | the ωB97M-V functional and the def2-TZVPD basis

## Properties
Orbital gap (eV): 10.02

The geometry in ORCA input format:
```
! wB97M-V def2-TZVPD RIJCOSX def2/J DEFGRID3
* xyz 0 1
H 0.130 0.046 -1.540
C 0.003 -0.506 -0.574
H 0.810 1.968 -0.065
N -0.145 0.265 0.517
N -0.063 1.697 0.578
H -0.053 -0.150 1.565
N 0.206 -1.776 -0.642
H 0.028 -2.260 0.232
H -0.917 2.128 0.083
*
```

(2)
CH5N3 | the ωB97M-V functional and the def2-TZVPD basis

## Properties
Orbital gap (eV): 9.63

The geometry in ORCA input format:
```
! wB97M-V def2-TZVPD RIJCOSX def2/J DEFGRID3
* xyz 0 1
H 1.279 0.179 -0.899
N -1.131 -0.349 -0.531
H -1.356 -0.318 1.529
N 1.752 -0.014 -0.019
H -2.637 0.553 0.296
C -1.758 -0.048 0.514
N -0.533 -0.476 -1.507
H 2.763 -0.158 -0.134
H 1.621 0.632 0.751
*
```

(1) is the most stable structure; the next one sits 8.0 kcal/mol above it.

(1)
C7H19NO2 | the ωB97M-V functional and the def2-TZVPD basis

## Properties
Orbital gap (eV): 9.09

The geometry in ORCA input format:
```
! wB97M-V def2-TZVPD RIJCOSX def2/J DEFGRID3
* xyz 0 1
H -3.007 0.202 -1.130
H 2.372 -0.100 -2.549
C 0.428 -0.807 -1.728
C 1.893 -0.587 -1.701
C -0.401 0.543 -1.857
H 0.153 -1.549 -0.968
H -2.470 -1.938 -0.194
H -2.917 1.011 0.371
H -1.275 -0.953 1.075
C -0.419 1.735 0.318
H 1.683 -0.163 3.160
H 0.174 -1.475 -2.595
O 2.738 -2.555 0.593
H 0.560 0.583 2.148
O 1.394 0.114 2.285
H 1.958 -3.127 0.612
H 2.297 -1.692 0.600
H 0.532 2.210 0.091
H 0.318 1.307 -2.116
H -1.988 2.679 1.237
H 2.408 0.127 -0.989
H 2.502 -1.497 -1.564
N -1.083 2.291 1.482
C -1.012 0.875 -0.515
H -1.162 0.561 -2.656
H -0.575 3.042 1.917
C -2.381 0.228 -0.239
H -2.750 -1.353 1.357
C -2.156 -1.123 0.455
*
```

(2)
C7H19NO2 | the ωB97M-V functional and the def2-TZVPD basis

## Properties
Orbital gap (eV): 9.27

The geometry in ORCA input format:
```
! wB97M-V def2-TZVPD RIJCOSX def2/J DEFGRID3
* xyz 0 1
C 1.274 0.518 0.325
H -2.436 -1.325 -1.927
O -1.867 0.607 -1.712
H 2.028 0.937 2.302
H 0.127 2.107 -0.598
H 0.433 -2.492 -1.005
C -2.409 -0.831 0.185
C 2.545 0.896 -0.454
H -1.772 1.201 -0.931
H -3.728 -0.216 -1.417
H 0.740 -0.271 2.257
H 2.383 -0.696 1.749
H 0.240 -0.221 -1.256
C 0.355 1.745 0.399
H 2.091 -1.879 -0.919
H -0.560 1.490 0.918
H -1.342 -1.026 0.321
H 3.042 1.740 0.020
N 0.516 -0.543 -0.332
H 2.297 1.172 -1.478
H 0.849 2.544 0.941
C 1.107 -1.860 -0.428
H -3.641 0.460 0.991
H 1.215 -2.291 0.565
H 3.248 0.066 -0.480
C -2.661 -0.471 -1.284
C 1.630 0.090 1.750
O -2.699 0.259 1.040
H -3.005 -1.709 0.456
*
```

(2) is the most stable structure; the next one sits 32.7 kcal/mol above it.

(1)
C7H15N2O | the ωB97M-V functional and the def2-TZVPD basis

## Properties
Orbital gap (alpha / beta) (eV): 9.14 / 9.14

The geometry in ORCA input format:
```
! wB97M-V def2-TZVPD RIJCOSX def2/J DEFGRID3
* xyz 1 1
C 1.529 -0.913 -1.288
H 1.284 -1.669 -0.483
H -1.433 0.397 -0.337
O 0.494 2.373 -1.808
C 0.217 0.482 1.090
H 1.204 -0.183 2.838
C -0.482 -0.107 -0.155
C -0.859 1.370 1.828
H -0.304 -1.242 2.478
H -0.570 -1.468 -2.363
N 0.393 -0.044 -1.414
H 1.720 -1.310 -2.222
H -1.263 0.203 -2.573
H -0.758 -1.144 -0.071
C 0.550 -0.710 2.070
H 1.328 2.073 0.989
H -1.087 2.407 1.216
H -0.492 1.650 2.803
N 1.432 1.132 0.732
C 0.794 1.371 -1.293
H -1.762 0.974 2.054
C -0.407 -0.407 -2.613
H 1.273 -1.388 1.664
H 0.280 -0.405 -3.547
H 2.330 -0.324 -0.768
*
```

(2)
C7H15N2O | the ωB97M-V functional and the def2-TZVPD basis

## Properties
Orbital gap (alpha / beta) (eV): 9.30 / 7.84

The geometry in ORCA input format:
```
! wB97M-V def2-TZVPD RIJCOSX def2/J DEFGRID3
* xyz 1 1
C 0.767 -0.182 -1.110
H -1.523 0.028 -2.609
C 0.028 -1.183 -1.985
C -1.864 -0.010 1.643
H 0.531 0.874 -1.421
H 0.678 -2.003 -2.399
H -0.124 0.050 2.955
C -0.858 -0.606 -3.098
O 0.934 -1.285 1.051
C 0.516 -0.236 0.322
H 2.274 1.137 0.832
C -0.693 0.750 2.219
H -1.070 1.594 2.629
H -0.619 -1.722 -1.219
H -2.737 -0.107 2.302
H 1.812 -0.199 -1.352
N -1.817 -0.616 0.570
H 0.626 -2.148 0.555
H -1.503 -1.372 -3.724
H -0.313 -0.005 -3.871
H 1.838 0.782 2.537
C 1.562 1.406 1.644
H -0.216 1.624 0.554
H 1.524 2.507 1.868
N 0.247 0.922 1.107
*
```

(2) is the most stable structure; the next one sits 2.0 kcal/mol above it.

(1)
C7H15N2O | the ωB97M-V functional and the def2-TZVPD basis

## Properties
Orbital gap (eV): 8.90

The geometry in ORCA input format:
```
! wB97M-V def2-TZVPD RIJCOSX def2/J DEFGRID3
* xyz 1 1
C 2.612 -0.997 0.129
H 2.150 -0.351 2.277
H 2.405 -2.080 0.328
C 0.128 -0.570 0.079
N -4.386 -0.544 0.417
C -1.080 0.881 0.217
H -1.060 1.235 -0.753
H 2.878 1.008 -1.362
H 1.337 0.759 -1.946
H -0.190 -1.190 0.975
H -2.819 -0.682 -0.907
C 2.368 0.014 1.287
O -0.272 -1.316 -0.974
H -5.031 -1.024 -0.213
H -0.737 1.677 0.804
H 1.531 2.036 -0.941
H -4.757 -0.278 1.362
H 3.501 -0.738 -0.552
C 1.548 0.012 0.030
H 3.056 0.940 1.353
H 0.264 -0.964 -1.706
H -2.278 0.443 1.713
C 1.838 0.983 -1.041
C -3.117 -0.257 0.041
N -2.201 0.316 0.775
*
```

(2)
C7H15N2O | the ωB97M-V functional and the def2-TZVPD basis

## Properties
Orbital gap (eV): 11.05

The geometry in ORCA input format:
```
! wB97M-V def2-TZVPD RIJCOSX def2/J DEFGRID3
* xyz 1 1
C -0.207 -0.030 -0.334
H 0.791 0.734 -2.144
N -2.363 -0.113 0.313
H 0.452 -2.268 1.298
H -2.511 1.965 -0.031
N 1.168 -0.668 -0.009
H -0.093 2.158 0.053
C 2.265 0.340 -0.249
H 2.143 -1.883 1.561
C 1.151 -1.392 1.271
H 1.875 1.234 -0.543
H -0.929 0.986 -2.183
H -2.420 1.467 1.623
H 0.974 -0.886 2.183
C -2.054 1.203 0.673
C -0.483 1.236 0.567
H -0.062 0.938 1.527
H 1.193 -1.428 -0.566
H -0.266 -0.601 -2.371
H 2.936 0.279 0.537
H -3.244 -0.586 0.593
C -1.440 -0.935 -0.206
H 2.788 -0.022 -1.162
O -1.487 -2.050 -0.583
C -0.178 0.322 -1.816
*
```

(2) is the most stable structure; the next one sits 39.4 kcal/mol above it.